*i*
C3H3Br2N | the ωB97M-V functional and the def2-TZVPD basis

Structure (XYZ):
```
9
Properties=species:S:1:pos:R:3:mulliken_charge:R:1
C 0.96 -0.04 1.34 0.430
C -1.00 -0.27 -1.24 -0.579
C -0.23 0.66 -0.75 0.055
N 0.59 0.71 0.42 -0.398
Br 2.19 0.49 2.60 -0.049
Br 0.39 -1.93 1.50 -0.183
H -1.11 -1.15 -0.61 0.123
H -1.79 -0.07 -2.05 0.245
H 0.00 1.61 -1.22 0.356
```

## Properties
Orbital gap: 9.91 eV
M: 212.87 g mol⁻¹


*ii*
C3H3Br2N | the ωB97M-V functional and the def2-TZVPD basis

Structure (XYZ):
```
9
Properties=species:S:1:pos:R:3:mulliken_charge:R:1
C 0.17 1.09 0.51 0.393
C -0.59 -0.17 0.21 -0.495
C 0.43 -0.75 -0.80 -0.091
N 1.17 1.17 -0.27 -0.560
Br -0.44 2.35 1.72 -0.142
Br 1.51 -2.12 -0.22 -0.036
H -1.02 -0.93 1.00 0.323
H -1.59 -0.06 -0.23 0.259
H 0.36 -0.58 -1.91 0.348
```

## Properties
Orbital gap: 8.51 eV
M: 212.87 g mol⁻¹


List of relative energies, unit hartree: *i* 0.0000; *ii* 0.0631


*i*
C18H21NO2S | the ωB97M-V functional and the def2-TZVPD basis

Structure (XYZ):
```
43
Properties=species:S:1:pos:R:3:mulliken_charge:R:1
O 1.66 -0.91 1.31 -0.673
S -1.36 -2.43 0.35 -0.283
O -2.12 -0.17 5.07 -0.376
C 0.62 -0.69 0.65 0.120
C -0.59 -1.10 1.23 0.180
C 1.09 0.95 -3.33 -0.987
C 0.82 -0.11 -0.79 0.006
C 2.20 0.57 -2.72 0.116
C -0.21 0.90 -2.74 -0.388
C 2.05 -0.06 -1.48 0.745
C -0.33 0.41 -1.47 0.808
N -1.06 -0.81 2.54 0.418
C -1.35 0.80 4.25 -0.722
C -2.92 -0.99 4.32 -0.536
C 3.65 0.57 -3.16 -0.879
C -1.51 1.06 -3.45 -0.732
C 3.28 -0.71 -1.03 -0.502
C -1.84 0.58 -1.10 -0.321
C -0.37 0.16 3.32 -0.365
C -2.10 -1.68 3.17 -0.559
C 4.20 -0.62 -2.29 -0.835
C -2.31 1.54 -2.16 -0.887
H 1.24 1.19 -4.35 0.457
H -2.07 1.39 3.63 0.316
H -0.79 1.54 4.93 0.321
H -3.79 -0.38 3.96 0.295
H -3.27 -1.77 4.95 0.338
H 3.68 0.45 -4.19 0.445
H 4.12 1.51 -2.82 0.252
H -1.58 1.87 -4.14 0.413
H -1.90 0.08 -3.85 0.265
H 3.75 -0.09 -0.19 0.208
H 3.25 -1.73 -0.74 0.305
H -2.32 -0.44 -1.24 0.201
H -1.94 0.96 -0.02 0.093
H 0.50 -0.39 3.77 0.311
H 0.07 0.96 2.70 0.312
H -2.90 -2.08 2.41 0.340
H -1.54 -2.55 3.61 0.334
H 4.08 -1.54 -2.82 0.365
H 5.18 -0.39 -1.97 0.358
H -1.89 2.49 -1.79 0.352
H -3.39 1.65 -2.33 0.371
```

## Properties
Orbital gap: 7.72 eV
M: 315.44 g mol⁻¹


*ii*
C18H21NO2S | the ωB97M-V functional and the def2-TZVPD basis

Structure (XYZ):
```
43
Properties=species:S:1:pos:R:3:mulliken_charge:R:1
C -1.08 -2.36 3.70 -0.822
H 0.00 -2.46 3.66 0.268
O -1.59 -1.74 2.54 -0.432
C -1.18 -0.48 2.25 0.503
C -0.26 0.26 2.99 -0.226
C 0.08 1.54 2.59 -0.958
C -0.47 2.09 1.45 -0.610
C -1.39 1.37 0.70 0.865
C -1.74 0.09 1.10 -0.273
H -2.44 -0.50 0.54 0.427
C -1.97 1.95 -0.56 -1.592
N -1.25 1.48 -1.73 0.048
C -0.24 2.19 -2.26 0.516
O 0.07 3.30 -1.87 -0.686
C 0.48 1.59 -3.46 -0.498
H 0.28 2.29 -4.28 0.383
H 1.56 1.66 -3.26 0.347
C 0.14 0.18 -3.94 -0.852
C 0.77 -0.96 -3.15 -0.710
H 0.87 -1.84 -3.78 0.404
H 1.75 -0.69 -2.77 0.448
S -0.22 -1.55 -1.71 -0.143
C 0.90 -1.30 -0.35 0.589
C 1.58 -0.11 -0.17 0.132
C 2.46 0.03 0.89 -0.779
C 2.65 -1.02 1.77 -0.714
C 1.96 -2.21 1.60 -0.543
C 1.08 -2.35 0.54 -0.765
H 0.53 -3.27 0.40 0.403
H 2.11 -3.03 2.28 0.538
H 3.34 -0.91 2.60 0.396
H 2.98 0.96 1.02 0.462
H 1.42 0.72 -0.85 0.215
H -0.95 0.04 -3.99 0.346
H 0.51 0.09 -4.97 0.440
H -1.31 0.48 -1.91 0.047
H -1.89 3.04 -0.56 0.521
H -3.02 1.66 -0.67 0.424
H -0.19 3.09 1.13 0.402
H 0.79 2.10 3.17 0.408
H 0.18 -0.15 3.89 0.440
H -1.37 -1.80 4.60 0.375
H -1.54 -3.35 3.73 0.256
```

## Properties
Orbital gap: 9.08 eV
M: 315.44 g mol⁻¹


List of relative energies, unit hartree: *i* 0.1227; *ii* 0.0000


*i*
C16H15N3O4S | the ωB97M-V functional and the def2-TZVPD basis

Structure (XYZ):
```
39
Properties=species:S:1:pos:R:3:mulliken_charge:R:1
C -0.69 -3.12 -1.02 -1.599
C -1.55 -1.90 -0.86 0.715
C -2.91 -2.01 -0.63 -0.631
C -3.70 -0.88 -0.49 -0.876
C -3.13 0.38 -0.58 -0.359
C -1.77 0.50 -0.81 -0.727
C -0.99 -0.63 -0.95 0.168
H 0.07 -0.52 -1.14 0.635
N -1.11 1.76 -0.83 0.316
S -0.86 2.33 0.74 1.461
O -2.10 2.43 1.47 -0.714
O -0.03 3.49 0.65 -0.691
C 0.06 0.98 1.42 0.169
C -0.39 0.10 2.35 -0.579
N 0.57 -0.85 2.58 0.077
C 1.65 -0.60 1.79 -0.784
C 2.85 -1.29 1.65 -0.969
C 3.76 -0.80 0.75 -0.519
C 3.48 0.36 -0.01 -0.372
C 2.29 1.05 0.12 0.143
C 1.36 0.57 1.03 0.789
H 2.10 1.94 -0.46 0.568
N 4.47 0.82 -0.95 1.054
O 5.52 0.22 -0.99 -0.646
O 4.18 1.77 -1.64 -0.616
H 4.71 -1.28 0.59 0.521
H 3.06 -2.17 2.23 0.418
H 0.49 -1.61 3.24 0.189
H -1.33 0.09 2.87 0.501
C -1.62 2.77 -1.73 -0.954
H -1.52 2.41 -2.75 0.360
H -2.66 3.04 -1.53 0.361
H -0.99 3.65 -1.59 0.351
H -3.74 1.26 -0.44 0.382
H -4.76 -0.98 -0.31 0.387
H -3.36 -2.99 -0.55 0.440
H 0.34 -2.91 -0.74 0.292
H -1.06 -3.94 -0.40 0.394
H -0.70 -3.45 -2.06 0.346
```

## Properties
Orbital gap: 8.69 eV
M: 345.38 g mol⁻¹


*ii*
C16H15N3O4S | the ωB97M-V functional and the def2-TZVPD basis

Structure (XYZ):
```
39
Properties=species:S:1:pos:R:3:mulliken_charge:R:1
C -5.70 -1.30 0.70 -0.889
H -5.36 -2.31 0.97 0.353
O -4.68 -0.35 0.86 -0.421
C -3.54 -0.48 0.13 0.593
C -2.57 0.50 0.34 -0.278
C -1.38 0.46 -0.36 0.187
C -1.13 -0.55 -1.28 -0.380
C -2.10 -1.52 -1.49 -1.234
C -3.30 -1.49 -0.80 -0.269
H -4.03 -2.26 -0.98 0.417
H -1.92 -2.30 -2.20 0.374
H -0.20 -0.58 -1.83 0.478
N -0.40 1.45 -0.13 0.475
C 0.22 2.15 -1.14 0.054
O -0.04 2.07 -2.31 -0.572
C 1.32 3.01 -0.51 0.008
N 2.60 2.49 -0.98 -0.809
N 2.69 1.09 -0.85 0.233
C 3.27 0.51 0.24 0.522
O 3.72 1.17 1.15 -0.694
C 3.28 -0.96 0.22 0.302
C 3.86 -1.75 1.18 -0.609
C 3.68 -3.12 0.93 -0.407
C 2.97 -3.36 -0.20 -0.406
S 2.50 -1.91 -0.99 -0.125
H 2.68 -4.30 -0.63 0.435
H 4.07 -3.90 1.56 0.422
H 4.39 -1.34 2.02 0.473
H 2.40 0.56 -1.65 0.261
H 3.36 2.89 -0.44 0.331
C 1.07 2.89 1.00 -0.750
C 0.05 1.80 1.15 0.332
O -0.34 1.28 2.16 -0.583
H 0.67 3.81 1.43 0.351
H 1.98 2.63 1.55 0.305
H 1.26 4.04 -0.88 0.454
H -2.77 1.28 1.06 0.458
H -6.08 -1.31 -0.33 0.362
H -6.50 -1.00 1.37 0.246
```

## Properties
Orbital gap: 8.92 eV
M: 345.38 g mol⁻¹


List of relative energies, unit hartree: *i* 0.1008; *ii* 0.0000


*i*
C10H17N2 | the ωB97M-V functional and the def2-TZVPD basis

Structure (XYZ):
```
29
Properties=species:S:1:pos:R:3:mulliken_charge:R:1
C -3.11 0.50 0.99 -0.652
C -2.23 1.52 0.72 -0.381
C -3.08 -0.59 0.09 -0.413
C -1.34 1.46 -0.34 -0.584
C -2.15 -0.62 -0.96 -0.500
C 2.63 1.35 0.48 -1.334
C 2.79 -1.07 -0.49 -1.341
C 0.20 -1.56 1.03 -0.640
C -0.27 0.30 -2.08 -0.738
C 2.00 -0.03 0.23 1.097
N -1.21 0.39 -1.14 0.443
N 0.90 -0.31 0.93 0.011
H -3.77 0.56 1.74 0.601
H -2.21 2.36 1.27 0.578
H -3.73 -1.40 0.09 0.459
H -0.79 2.41 -0.43 0.235
H -2.24 -1.45 -1.59 0.298
H 1.94 2.19 0.58 0.354
H 3.40 1.53 -0.20 0.408
H 3.12 1.19 1.47 0.387
H 3.87 -1.09 -0.28 0.396
H 2.47 -2.07 -0.26 0.390
H 2.64 -0.98 -1.54 0.327
H -0.90 -1.60 0.73 0.091
H 0.71 -2.44 0.59 0.302
H 0.10 -1.84 2.18 0.337
H 0.43 1.18 -2.04 0.267
H -0.31 -0.34 -2.84 0.364
H 0.14 0.48 1.05 0.239
```

## Properties
Orbital gap (spin up / spin down): 6.23 / 6.23 eV
M: 165.26 g mol⁻¹
Net charge: +1


*ii*
C10H17N2 | the ωB97M-V functional and the def2-TZVPD basis

Structure (XYZ):
```
29
Properties=species:S:1:pos:R:3:mulliken_charge:R:1
C -3.89 0.02 -0.35 -0.597
C -3.31 -0.97 0.41 -0.535
C -3.09 1.05 -0.72 -0.525
C -2.00 -0.92 0.88 -0.526
C -1.85 1.23 -0.22 -0.550
C -1.28 0.20 0.57 0.158
C 1.05 0.53 -1.36 -1.155
C 0.98 -1.65 -0.53 -0.940
C 2.63 -0.04 0.29 -1.015
C 0.22 0.26 0.90 0.726
N 0.45 1.64 1.24 -0.529
N 1.25 -0.25 -0.15 -0.020
H -4.79 -0.21 -0.92 0.389
H -3.97 -1.77 0.71 0.377
H -3.63 1.79 -1.36 0.305
H -1.48 -1.58 1.62 0.309
H -1.27 2.17 -0.38 0.389
H 1.18 1.57 -1.01 0.456
H 1.86 0.17 -1.97 0.461
H -0.01 0.35 -1.61 0.505
H 1.68 -1.89 -1.24 0.474
H 0.98 -2.47 0.17 0.378
H -0.06 -1.63 -1.00 0.401
H 2.93 0.90 -0.03 0.426
H 2.68 -0.26 1.33 0.437
H 3.33 -0.74 -0.06 0.383
H 0.21 -0.71 2.00 0.297
H 1.31 2.03 1.77 0.250
H -0.42 1.99 1.69 0.271
```

## Properties
Orbital gap: 10.38 eV
M: 165.26 g mol⁻¹
Net charge: +1


List of relative energies, unit hartree: *i* 0.0268; *ii* 0.0000